{"formula": "C30H90O30", "method": "ωB97M-V with the def2-TZVPD basis set", "elements": ["C", "C", "O", "O", "H", "H", "H", "H", "H", "H", "C", "C", "O", "O", "H", "H", "H", "H", "H", "H", "C", "C", "O", "O", "H", "H", "H", "H", "H", "H", "C", "C", "O", "O", "H", "H", "H", "H", "H", "H", "C", "C", "O", "O", "H", "H", "H", "H", "H", "H", "C", "C", "O", "O", "H", "H", "H", "H", "H", "H", "C", "C", "O", "O", "H", "H", "H", "H", "H", "H", "C", "C", "O", "O", "H", "H", "H", "H", "H", "H", "C", "C", "O", "O", "H", "H", "H", "H", "H", "H", "C", "C", "O", "O", "H", "H", "H", "H", "H", "H", "C", "C", "O", "O", "H", "H", "H", "H", "H", "H", "C", "C", "O", "O", "H", "H", "H", "H", "H", "H", "C", "C", "O", "O", "H", "H", "H", "H", "H", "H", "C", "C", "O", "O", "H", "H", "H", "H", "H", "H", "C", "C", "O", "O", "H", "H", "H", "H", "H", "H"], "xyz": [[2.074454, 2.526129, 4.223188], [2.485294, 3.777499, 3.459148], [1.364614, 4.491829, 2.843538], [1.304814, 2.860619, 5.351018], [2.996324, 2.128709, 4.647828], [1.638274, 1.703679, 3.656258], [3.318464, 3.400169, 2.866238], [2.873434, 4.464859, 4.210808], [0.672424, 4.517819, 3.508218], [1.912594, 3.047339, 6.070278], [5.251564, -2.209441, -0.143122], [4.376574, -3.441801, -0.054892], [3.717614, -3.710771, -1.259562], [6.308294, -2.506121, -1.059432], [5.648184, -1.713551, 0.742818], [4.769654, -1.335271, -0.580952], [3.625674, -3.331301, 0.727438], [5.040614, -4.213351, 0.334798], [4.430574, -3.832271, -1.890852], [6.747354, -1.652771, -1.084362], [-5.694636, 0.568539, 0.088088], [-4.472976, -0.256391, -0.453622], [-3.762076, 0.434729, -1.431812], [-5.348886, 1.485549, 1.103088], [-6.524926, -0.010881, 0.491808], [-6.203036, 1.008599, -0.769802], [-4.889206, -1.154541, -0.909892], [-3.791596, -0.503321, 0.360538], [-3.788006, 1.310509, -1.039472], [-5.793006, 1.257119, 1.922958], [-4.015596, -3.179211, -3.389662], [-2.795766, -2.814111, -2.721962], [-2.262506, -1.445661, -3.024952], [-5.180376, -2.699021, -2.687732], [-4.135956, -4.262531, -3.394022], [-3.792466, -2.905841, -4.420972], [-1.973016, -3.485601, -2.967462], [-2.870066, -3.041701, -1.658582], [-2.778656, -0.784861, -2.557472], [-5.034996, -2.695591, -1.738812], [0.725164, -3.378341, 4.152648], [0.681434, -2.154731, 5.098598], [1.941444, -1.827851, 5.635058], [1.622024, -3.176231, 3.013078], [-0.187296, -3.837281, 3.772018], [1.271164, -4.138921, 4.710768], [0.090384, -2.362331, 5.990598], [0.160814, -1.291151, 4.684748], [2.392524, -1.454071, 4.874518], [2.513624, -3.375771, 3.307758], [5.710964, -0.181631, 3.573368], [5.368074, 0.577579, 2.285898], [5.284564, 1.873299, 2.627938], [4.600914, -0.677171, 4.257658], [6.259244, 0.447469, 4.274598], [6.526774, -0.869661, 3.351598], [4.406774, 0.314499, 1.844538], [6.108584, 0.445619, 1.497018], [5.037364, 2.309249, 1.809138], [4.781134, -1.584861, 4.513028], [-0.661016, -4.120711, 0.042938], [0.450374, -5.003501, -0.572312], [0.470974, -6.269391, -0.005072], [-1.908096, -4.850501, 0.117038], [-0.914126, -3.226881, -0.527232], [-0.327026, -3.883231, 1.052958], [1.389324, -4.468691, -0.429292], [0.285494, -5.209041, -1.629982], [1.128184, -6.258921, 0.694618], [-2.672706, -4.318081, 0.348318], [-0.071436, 0.656639, -0.027712], [0.799934, -0.397081, 0.688638], [0.100094, -1.461351, 1.302508], [0.770674, 1.223059, -0.989922], [-0.506766, 1.388529, 0.652668], [-0.872726, 0.227999, -0.629612], [1.557274, 0.027949, 1.347338], [1.509854, -0.829591, -0.016382], [0.654524, -1.898171, 1.953198], [0.251794, 1.466689, -1.759982], [-1.421516, 2.060819, -5.236072], [-0.638476, 2.288659, -3.907452], [-1.091636, 1.344569, -2.929092], [-1.631606, 0.718849, -5.660352], [-0.899966, 2.662929, -5.980082], [-2.414886, 2.426549, -4.976162], [-0.711666, 3.311379, -3.537622], [0.390904, 2.066419, -4.188692], [-2.037346, 1.447609, -2.800162], [-1.734346, 0.226539, -4.842632], [1.208914, -1.481411, -3.402412], [2.430344, -1.672931, -4.309952], [2.054034, -1.356751, -5.615602], [0.258654, -2.491911, -3.533702], [0.653294, -0.553731, -3.539532], [1.506374, -1.434241, -2.354842], [2.656824, -2.737451, -4.369992], [3.255124, -1.061841, -3.943332], [1.125934, -1.572641, -5.732382], [-0.593326, -2.062191, -3.428512], [0.391084, 0.666399, -8.392412], [1.460284, 1.154039, -7.334012], [2.753704, 0.788309, -7.771792], [0.385964, -0.776651, -8.441492], [0.437124, 1.110099, -9.386942], [-0.614366, 0.963869, -8.094582], [1.036904, 0.922259, -6.356702], [1.356674, 2.236509, -7.409032], [2.999914, -0.088081, -7.466982], [0.881504, -1.018501, -9.227332], [2.105004, 3.986449, -0.329362], [3.515374, 3.528519, -0.644582], [4.412124, 3.438549, 0.468778], [2.034054, 5.253149, 0.219298], [1.692494, 3.273359, 0.384388], [1.508744, 3.880429, -1.235632], [4.063574, 4.148529, -1.353922], [3.607004, 2.570319, -1.156012], [4.672204, 4.283549, 0.842858], [1.834094, 5.080849, 1.142298], [-1.932326, 4.625949, 0.248628], [-2.818196, 3.399509, 0.150468], [-3.198486, 3.020519, -1.165142], [-2.685036, 5.843009, -0.037972], [-1.087166, 4.497219, -0.427572], [-1.507086, 4.661479, 1.251618], [-3.661566, 3.541239, 0.826288], [-2.399496, 2.517439, 0.634978], [-3.195716, 3.725409, -1.816852], [-2.922066, 5.853119, -0.968192], [-2.353416, 2.027459, 4.064208], [-3.810946, 2.305359, 4.194038], [-4.161786, 2.770309, 5.413778], [-2.149236, 0.981199, 4.954518], [-1.704106, 2.888459, 4.222838], [-2.247036, 1.572849, 3.079268], [-4.237726, 1.361449, 3.854928], [-4.188296, 2.940489, 3.392598], [-4.530366, 2.068809, 5.955678], [-1.763956, 1.497919, 5.665958], [-4.387426, -1.601391, 3.582778], [-3.100846, -2.474471, 3.569558], [-2.403586, -2.335571, 4.774868], [-5.343706, -2.102351, 4.513538], [-4.789826, -1.458741, 2.579868], [-4.334736, -0.625471, 4.065388], [-2.401146, -2.199991, 2.780138], [-3.275056, -3.541051, 3.427578], [-2.339146, -1.377921, 4.793558], [-6.148886, -2.164641, 3.994498]], "forces_ev_per_a": [[1.284, 0.246, 0.633], [-0.935, -0.386, 1.115], [1.312, -1.048, -0.467], [-1.404, 0.089, 0.406], [0.433, -0.285, -0.560], [-0.437, 0.346, -0.194], [-0.476, 0.846, -1.133], [0.382, 0.004, 0.009], [-0.059, 0.021, 0.181], [-0.139, 0.027, 0.043], [-0.218, 1.139, -0.954], [0.153, 0.969, 1.478], [0.372, -0.239, 0.115], [0.258, 0.076, 0.440], [0.095, -1.081, 0.858], [-1.093, -0.179, -0.238], [-0.245, 0.248, -0.090], [0.042, -0.646, -0.471], [-0.039, -0.068, -0.505], [0.615, -0.188, -0.616], [-0.219, -1.099, -0.080], [-1.694, -0.533, 0.961], [-0.206, 0.223, -0.046], [0.568, 0.745, -0.166], [0.357, -0.948, -0.045], [0.432, 0.775, -0.157], [0.145, 0.065, 0.166], [-0.115, -0.259, 0.325], [0.764, 1.010, -0.876], [0.016, -0.034, -0.126], [-1.017, -1.142, 0.231], [2.937, 0.950, 1.193], [-0.745, -2.036, 0.172], [-0.282, 0.779, -1.539], [0.414, -0.234, -0.078], [-1.532, 0.700, -0.272], [-0.012, 0.020, -0.571], [-0.081, 0.768, 0.499], [-0.258, 0.242, 0.346], [0.425, -0.389, -0.179], [1.814, -0.262, 0.512], [-1.476, -0.583, 0.480], [0.324, -0.022, -0.954], [-0.646, 0.530, 0.025], [-0.188, 0.674, 0.177], [-0.498, -0.303, 0.432], [-0.299, -0.590, -0.234], [0.280, 0.185, -0.540], [0.739, 0.409, 0.119], [-0.009, 0.086, -0.019], [1.508, 0.344, -0.637], [-0.062, -1.868, 0.454], [-0.038, 3.055, 0.584], [-0.752, -0.871, 0.019], [-0.225, 0.890, -0.250], [-0.539, -1.085, -0.139], [-0.235, -1.005, 0.115], [0.481, -0.389, -0.013], [-0.241, 0.900, -0.267], [-0.061, -0.022, 0.144], [-0.845, -0.593, 0.044], [-1.211, 0.979, -0.690], [0.452, -0.922, 0.987], [0.345, -0.959, -0.272], [0.923, 0.269, 0.007], [-0.131, 0.296, 0.038], [0.095, 0.065, -0.261], [-0.034, 0.580, -0.169], [-0.099, -0.220, 0.152], [0.447, 0.414, 0.108], [0.291, -1.156, -0.392], [0.821, -0.615, -0.244], [-1.044, 0.815, -0.010], [1.349, 0.986, 0.220], [0.122, 0.171, 0.260], [-0.448, -0.671, 0.645], [-0.465, 0.764, 0.739], [-0.404, -0.055, -0.938], [0.445, -0.118, 0.081], [-0.398, -0.162, -0.006], [-0.699, 0.535, 1.337], [-0.200, -1.527, -1.362], [0.605, 0.231, -0.468], [1.127, 0.759, 0.232], [-0.441, -0.179, -0.374], [-0.323, 0.703, -0.618], [-0.120, 0.125, -0.206], [0.296, -0.147, 0.790], [-0.299, 0.181, 0.291], [-0.093, -0.620, 0.218], [0.575, 0.494, 1.329], [-1.886, -0.578, 0.551], [0.484, 1.059, -1.373], [-0.138, -1.159, -0.756], [0.611, 0.602, -0.545], [0.480, -0.086, 0.235], [0.518, -0.147, 0.896], [0.080, -0.031, -0.337], [-0.155, -0.156, -0.113], [-0.329, 0.062, 0.081], [-0.135, -0.538, 1.183], [-1.909, 0.450, -2.656], [-0.139, 0.408, 0.689], [0.024, 0.666, -0.329], [0.904, -0.066, -0.119], [-0.041, -0.037, 0.589], [0.934, -0.791, 0.220], [0.561, 0.346, 0.067], [-0.392, -0.238, 0.376], [0.086, -0.191, 0.080], [0.393, -1.584, -0.153], [1.481, 0.448, -0.711], [-0.117, -0.768, 0.786], [0.259, 0.783, -0.017], [-0.133, -0.286, -0.041], [-0.053, 0.208, -0.188], [-0.567, 0.753, -0.240], [-0.736, -0.353, 0.429], [-0.354, 0.373, -0.388], [-0.227, 0.535, 0.503], [-0.521, -0.116, -0.698], [-0.111, 0.245, 1.098], [-0.038, -0.213, -0.028], [0.762, -0.953, 0.628], [0.161, 0.268, -0.202], [-0.271, 0.428, 0.036], [-0.686, 0.433, -0.534], [0.762, -0.081, -0.432], [-0.078, 0.296, 0.343], [0.092, 0.032, -0.071], [-1.011, -0.293, -1.754], [-0.201, -0.073, -2.986], [-0.837, 0.585, 1.893], [1.531, -0.193, 1.449], [0.129, -0.061, 0.002], [0.502, 0.512, -0.461], [-0.508, -0.374, 0.754], [0.175, 0.804, 0.032], [0.090, -0.013, 0.041], [0.220, -0.943, 0.943], [0.395, -0.180, 0.752], [-0.341, 0.278, -0.374], [-0.050, 0.289, 0.437], [-0.898, -1.096, -0.621], [-0.106, -0.232, -0.168], [1.686, 0.473, -0.822], [-0.259, 0.390, -0.616], [-0.635, 0.040, 0.028], [0.569, 0.431, 0.886], [-0.335, -0.358, 0.439]], "orbital_gap_ev": 9.2605, "energy_ha": -3453.8082, "homo_ev": -9.369, "e_lumo_ev": -0.11}